# 1
A molecular structure, C24H45N6O4RuS. Source: the Open Molecules 2025 dataset; level of theory: wB97M-V/def2-TZVPD.

Computed properties:
* multiplicity: 6
* total energy: -2063.54526 Eh
* relative energy (zero: lowest compared OMol25 entry of this formula, charge and spin): 0.0 kJ/mol
* largest force on an atom: 0.19 eV/Å
* total charge: +2

Each line ends with the Löwdin spin population.
Geometry (Å):
1 Ru 0.383 -0.281 -0.283  3.777
2 C -0.976 3.918 -0.509  0.006
3 C -1.099 2.412 -0.294  0.011
4 C -2.631 2.054 -0.265  0.001
5 C -3.304 0.866 0.497  0.000
6 C -4.798 0.892 0.196  0.001
7 C -3.058 0.930 1.995  0.000
8 N -2.768 -0.433 -0.124  0.016
9 C -2.762 -1.806 0.484  0.001
10 C -1.777 -2.716 -0.285  0.011
11 N -0.295 -2.480 -0.154  0.143
12 C 0.133 -2.819 1.217  0.012
13 C -0.161 -1.677 2.178  0.017
14 O -0.048 -1.825 3.378  0.022
15 O -0.485 -0.548 1.611  0.164
16 C 0.456 -3.225 -1.268  0.010
17 C 1.082 -4.527 -0.772  0.003
18 C 1.402 -2.423 -2.237  0.009
19 C 2.640 -1.559 -1.883  0.013
20 C 3.478 -2.156 -0.758  0.002
21 C 3.494 -1.420 -3.142  0.006
22 N 2.250 -0.168 -1.393  0.133
23 C 1.909 0.941 -2.335  0.017
24 C 1.108 2.081 -1.646  0.013
25 N -0.298 1.654 -1.346  0.146
26 C -1.032 1.522 -2.625  0.010
27 C -1.669 0.149 -2.621  0.013
28 O -2.834 -0.036 -2.931  0.023
29 O -0.883 -0.749 -2.120  0.124
30 H -1.453 4.451 0.312  0.001
31 H -1.467 4.227 -1.434  0.000
32 H 0.064 4.237 -0.548  0.000
33 H -0.637 2.159 0.668  0.003
34 H -3.024 2.055 -1.282  0.000
35 H -3.093 2.926 0.202  0.000
36 H -5.236 1.820 0.560  0.000
37 H -5.308 0.070 0.700  0.000
38 H -4.991 0.824 -0.877  0.000
39 H -3.540 1.834 2.368  0.000
40 H -2.005 0.960 2.255  0.000
41 H -3.521 0.089 2.512  0.000
42 H -1.793 -0.225 -0.275  0.008
43 H -3.157 -0.499 -1.080  0.000
44 H -3.756 -2.232 0.355  0.001
45 H -2.561 -1.723 1.546  0.000
46 H -2.018 -2.646 -1.342  0.000
47 H -1.981 -3.739 0.044  0.004
48 H 1.211 -2.969 1.253  0.001
49 H -0.329 -3.735 1.591  0.003
50 H -0.338 -3.515 -1.955  0.001
51 H 1.950 -4.384 -0.133  0.000
52 H 1.404 -5.108 -1.635  0.000
53 H 0.355 -5.136 -0.233  0.000
54 H 0.776 -1.842 -2.909  0.000
55 H 1.806 -3.226 -2.859  0.000
56 H 3.766 -3.175 -1.010  0.000
57 H 2.942 -2.169 0.194  0.001
58 H 4.395 -1.582 -0.611  0.000
59 H 3.913 -2.389 -3.411  0.001
60 H 4.326 -0.735 -2.971  0.000
61 H 2.913 -1.064 -3.994  0.000
62 H 3.021 0.152 -0.810  0.004
63 H 1.341 0.515 -3.160  0.000
64 H 2.820 1.374 -2.751  0.004
65 H 1.098 2.939 -2.324  0.003
66 H 1.601 2.382 -0.723  0.001
67 H -0.342 1.585 -3.464  0.000
68 H -1.764 2.313 -2.761  0.003
69 C 2.995 3.482 2.819  0.003
70 N 2.141 2.507 3.486  0.016
71 C 1.660 2.619 4.776  0.009
72 C 0.946 1.503 5.032  0.008
73 N 1.001 0.726 3.899  0.013
74 C 1.731 1.338 2.959  0.023
75 S 2.189 0.786 1.386  0.173
76 H 3.210 4.282 3.521  0.000
77 H 2.487 3.892 1.948  0.001
78 H 3.924 3.011 2.509  0.001
79 H 1.879 3.474 5.390  0.001
80 H 0.417 1.193 5.915  0.000
81 H 0.568 -0.201 3.795  0.000

---

# 2
3 unconnected molecules or ions with the total composition C16H31FN3O6S. Source: the Open Molecules 2025 dataset; level of theory: wB97M-V/def2-TZVPD.

Computed properties:
* multiplicity: 1
* total energy: -1741.88618 Eh
* largest force on an atom: 0.83 eV/Å
* total charge: -1

Each line ends with the natural charge from an NBO analysis.
Geometry (Å):
1 O 0.175 0.879 -3.074  -0.629
2 C -0.461 0.951 -4.076  0.873
3 F 0.207 0.907 -5.235  -0.356
4 C -1.972 1.061 -4.182  -0.349
5 N -2.601 0.080 -4.998  -0.792
6 C -2.330 -1.267 -4.580  -0.216
7 C -3.043 -1.772 -3.294  -0.452
8 C -2.302 -1.474 -1.981  -0.435
9 C -1.898 -2.675 -1.121  -0.510
10 S -1.387 -4.169 -1.994  0.246
11 C 0.138 -3.670 -2.649  0.271
12 N 1.263 -3.445 -2.056  -0.304
13 N 2.164 -3.090 -3.039  -0.304
14 C 1.508 -3.141 -4.152  0.296
15 O 0.227 -3.502 -3.993  -0.398
16 H -2.168 2.045 -4.620  0.195
17 H -2.295 1.125 -3.127  0.133
18 H -2.697 -1.912 -5.384  0.169
19 H -1.248 -1.510 -4.477  0.098
20 H -3.986 -1.230 -3.293  0.207
21 H -3.293 -2.828 -3.386  0.186
22 H -1.435 -0.852 -2.160  0.223
23 H -2.959 -0.871 -1.355  0.205
24 H -1.122 -2.371 -0.425  0.230
25 H -2.738 -2.993 -0.509  0.214
26 H 1.880 -2.942 -5.135  0.202
27 C 3.776 1.582 1.865  -0.253
28 O 4.352 0.496 1.174  -0.551
29 C 3.837 -0.758 1.604  -0.086
30 C 2.743 -1.276 0.697  -0.090
31 O 1.594 -0.447 0.752  -0.570
32 C 1.474 0.431 -0.370  -0.258
33 H 4.042 2.500 1.342  0.187
34 H 2.687 1.493 1.895  0.182
35 H 4.163 1.637 2.891  0.156
36 H 3.459 -0.680 2.630  0.162
37 H 4.672 -1.465 1.603  0.179
38 H 2.445 -2.271 1.040  0.184
39 H 3.105 -1.374 -0.328  0.192
40 H 1.158 -0.115 -1.252  0.208
41 H 2.417 0.943 -0.575  0.171
42 H 0.713 1.173 -0.127  0.185
43 C -1.418 2.054 6.226  -0.252
44 O -0.179 1.878 5.570  -0.555
45 C -0.260 1.025 4.434  -0.089
46 C -0.305 1.802 3.140  -0.096
47 O -1.497 2.567 3.025  -0.550
48 C -1.319 3.936 3.325  -0.252
49 H -1.305 2.882 6.925  0.184
50 H -2.218 2.292 5.521  0.180
51 H -1.690 1.154 6.790  0.162
52 H -1.132 0.368 4.509  0.173
53 H 0.637 0.398 4.434  0.187
54 H -0.289 1.094 2.306  0.208
55 H 0.576 2.445 3.052  0.171
56 H -0.794 4.446 2.509  0.168
57 H -0.762 4.078 4.255  0.173
58 H -2.308 4.380 3.434  0.185

---

# 3
A molecular structure, C26H47AsCl2MnO6Si5. Source: the Open Molecules 2025 dataset; level of theory: wB97M-V/def2-TZVPD.

Computed properties:
* multiplicity: 4
* total energy: -7224.91501 Eh
* relative energy (zero: lowest compared OMol25 entry of this formula, charge and spin): 11.6 kJ/mol
* largest force on an atom: 0.48 eV/Å

Each line ends with the Löwdin spin population.
Geometry (Å):
1 Mn -0.199 0.161 0.004  3.387
2 C -0.506 0.004 3.596  -0.022
3 Si 0.368 1.070 2.342  -0.141
4 C 2.220 0.880 2.518  -0.028
5 C -0.054 2.875 2.554  -0.022
6 C 0.032 3.536 3.778  -0.003
7 C -0.273 4.887 3.867  -0.001
8 C -0.666 5.587 2.735  0.000
9 C -0.752 4.937 1.512  -0.003
10 C -0.445 3.581 1.413  -0.020
11 Si -0.526 2.632 -0.190  -0.134
12 C -2.174 2.962 -1.000  -0.020
13 C 0.893 3.184 -1.287  -0.029
14 H -0.321 0.453 4.577  -0.005
15 H -0.113 -1.009 3.601  0.000
16 H -1.582 -0.008 3.435  0.000
17 H 2.498 1.332 3.475  -0.006
18 H 2.768 1.400 1.732  0.000
19 H 2.521 -0.166 2.526  0.000
20 H 0.330 2.998 4.671  0.000
21 H -0.210 5.395 4.822  0.000
22 H -0.910 6.639 2.810  0.000
23 H -1.070 5.492 0.635  0.000
24 H -2.176 3.975 -1.412  -0.004
25 H -2.969 2.907 -0.255  0.000
26 H -2.386 2.262 -1.806  0.000
27 H 0.820 4.266 -1.434  -0.006
28 H 0.867 2.699 -2.264  0.000
29 H 1.856 2.981 -0.813  0.000
30 O 2.370 -2.886 -0.007  -0.002
31 Cl 1.308 -1.981 0.210  0.003
32 O 0.812 -1.984 1.550  0.015
33 O 0.203 -2.192 -0.701  0.010
34 O 1.763 -0.584 -0.076  0.009
35 Cl -8.593 -0.871 -0.430  0.000
36 C -6.947 -0.459 -0.066  0.001
37 C -5.928 -0.981 -0.848  0.000
38 C -4.616 -0.649 -0.552  0.001
39 C -4.330 0.199 0.514  -0.003
40 C -5.365 0.713 1.286  0.000
41 C -6.678 0.384 1.002  0.000
42 C -2.927 0.599 0.830  0.009
43 O -2.662 1.417 1.690  0.006
44 O -2.018 0.017 0.075  -0.011
45 H -6.163 -1.639 -1.673  0.000
46 H -3.806 -1.049 -1.144  0.000
47 H -5.123 1.374 2.107  0.000
48 H -7.492 0.774 1.596  0.000
49 C -0.881 1.104 -6.599  0.001
50 Si -1.308 1.381 -4.791  0.002
51 C -1.018 3.201 -4.458  0.000
52 C -3.114 0.963 -4.518  0.000
53 As -0.041 0.071 -3.280  0.013
54 Si -0.685 -2.117 -3.921  0.002
55 C 0.683 -3.354 -3.606  0.000
56 C -2.198 -2.552 -2.910  0.000
57 C -1.179 -2.239 -5.726  0.001
58 Si 2.128 0.177 -4.239  0.002
59 C 2.350 -0.861 -5.790  0.001
60 C 2.583 1.925 -4.733  0.000
61 C 3.302 -0.419 -2.917  0.000
62 H -1.109 2.009 -7.168  0.000
63 H -1.458 0.287 -7.032  0.000
64 H 0.177 0.880 -6.740  0.000
65 H -1.687 3.789 -5.092  0.000
66 H 0.004 3.491 -4.704  0.000
67 H -1.207 3.479 -3.425  0.000
68 H -3.742 1.634 -5.109  0.000
69 H -3.408 1.060 -3.472  0.000
70 H -3.331 -0.060 -4.836  0.000
71 H 0.825 -3.508 -2.539  0.000
72 H 1.638 -3.062 -4.041  0.000
73 H 0.398 -4.311 -4.052  0.000
74 H -1.987 -2.452 -1.845  0.000
75 H -2.496 -3.586 -3.101  0.000
76 H -3.043 -1.910 -3.167  0.000
77 H -0.410 -1.882 -6.411  0.000
78 H -2.098 -1.683 -5.923  0.000
79 H -1.376 -3.290 -5.953  0.000
80 H 1.982 -0.335 -6.672  0.000
81 H 1.862 -1.834 -5.748  0.000
82 H 3.420 -1.033 -5.938  0.000
83 H 1.904 2.325 -5.487  0.000
84 H 3.583 1.904 -5.174  0.000
85 H 2.609 2.610 -3.885  0.000
86 H 3.089 -1.449 -2.624  0.000
87 H 3.222 0.197 -2.021  0.000
88 H 4.334 -0.375 -3.276  0.000

---

Question: What is the total energy in the third record?
Answer: -7224.91501 Eh